Here is a molecular structure, C18H12F3FeNO5S at a distorted geometry from OMol25. Energies are from ωB97M-V with the def2-TZVPD basis set.

Structure (XYZ):
```
41
Properties=species:S:1:pos:R:3:forces:R:3:lowdin_spin:R:1
O 0.359536 3.122423 -1.696888 0.21 -1.16 1.19 -0.036
C 0.518906 2.306016 -0.888726 -0.50 3.77 -4.15 -0.007
Fe 0.637923 1.158472 0.401650 0.60 -0.21 -0.60 2.303
C 0.607048 2.427542 1.638041 0.29 4.44 5.11 0.020
O 0.638286 3.225480 2.488369 -0.12 -1.80 -2.13 -0.017
C -1.124521 1.002832 0.530157 -5.78 -1.11 0.54 0.018
O -2.263337 0.814734 0.618407 1.89 0.44 -0.23 -0.020
C 1.052460 -0.477676 -0.860650 -0.96 -2.44 -1.30 0.150
C 2.365501 0.187295 -1.099031 -0.08 0.55 -0.62 0.077
C 2.698514 0.888898 0.176143 2.72 0.43 1.02 0.134
C 2.360933 0.361336 1.426510 1.32 0.13 -0.01 0.059
C 1.332754 -0.586727 1.557809 0.49 -1.78 1.33 0.187
C 0.688091 -1.002517 0.380545 0.03 -1.07 -0.79 0.059
H 0.456027 -0.727649 -1.751334 0.30 -0.09 0.57 0.003
H 3.149607 -0.521211 -1.438234 -0.20 -0.05 0.44 0.040
H 2.295115 0.912651 -1.941291 -0.02 -0.35 0.48 0.011
H 3.415657 1.721413 0.113601 -0.26 -0.57 0.21 0.002
H 2.848628 0.760500 2.323664 -0.39 0.06 -0.38 0.001
H 0.986608 -0.924918 2.546106 0.29 0.17 -0.65 0.009
H -0.161673 -1.694588 0.437888 0.19 0.53 -0.02 0.000
F 6.618193 -3.236228 -0.574808 -0.60 -0.28 0.68 -0.001
C 5.757880 -3.628827 0.376166 0.69 0.46 0.55 -0.001
F 6.330967 -4.602666 1.124289 -0.42 0.73 -0.54 0.002
F 5.476113 -2.575441 1.186046 0.28 -0.86 -0.60 0.003
S 4.212411 -4.238999 -0.433895 1.15 1.09 -1.12 0.030
C 3.334383 -4.704461 0.963042 -0.54 -0.55 0.41 0.443
C 2.066247 -5.271409 0.827010 -0.96 -0.38 0.03 0.030
C 1.282546 -5.677807 1.960405 0.10 0.11 -0.15 0.122
C 0.000280 -6.187937 1.805915 0.12 0.00 0.14 -0.028
C -0.551855 -6.332255 0.512969 0.42 0.19 0.14 0.125
C -1.868520 -6.867619 0.324456 -2.16 -0.86 -0.25 0.011
N -2.940775 -7.305482 0.155805 2.24 0.91 0.37 0.071
C 0.204942 -5.956469 -0.607807 0.10 0.01 -0.23 -0.026
C 1.479332 -5.454964 -0.454006 -0.19 0.01 -0.20 0.120
O 3.637580 -3.059791 -1.053575 0.16 -1.07 0.44 0.045
O 4.653050 -5.348853 -1.243938 -0.62 0.39 0.48 0.041
H 3.814346 -4.612154 1.926999 0.12 0.14 -0.07 0.019
H 1.739106 -5.562815 2.946575 -0.34 -0.08 -0.23 0.005
H -0.606463 -6.488522 2.672937 0.45 0.19 -0.44 -0.004
H -0.199946 -6.057399 -1.618987 0.05 -0.04 0.47 -0.004
H 2.034524 -5.197047 -1.349922 -0.09 0.01 0.11 0.005
```
Forces are in eV/Å.

Output
DFT total energy: -83955.827 eV
gap between HOMO and LUMO (spin up / spin down): 0.211 / 0.199 Eh
E_LUMO (spin up / spin down): -0.17 / -2.79 eV
⟨S²⟩: 6.171
highest occupied orbital energy (spin up / spin down): -5.9 / -8.2 eV
2S+1: 5